Record 1
The following is a DFT calculation (ωB97M-V/def2-TZVPD) of a structure of composition C19H19BFI2N3O2Pd in a non-equilibrium geometry.

CARTESIAN COORDINATES (ANGSTROEM)
Pd1 -0.81 -0.41 -0.75
C1 1.03 -0.35 -5.00
C2 0.90 -0.48 -3.51
O1 -0.18 -0.70 -3.02
C3 2.19 -0.36 -2.75
C4 2.46 -0.33 -1.44
C5 3.87 -0.27 -0.96
N1 1.41 -0.32 -0.47
N2 1.82 -0.23 0.69
C6 0.81 -0.12 1.72
O2 -0.36 0.09 1.49
C7 1.32 -0.24 3.09
C8 0.40 -0.35 4.14
C9 0.85 -0.47 5.44
C10 2.21 -0.47 5.70
C11 3.13 -0.37 4.67
C12 2.69 -0.26 3.36
H1 0.05 -0.31 -5.45
H2 1.57 -1.22 -5.38
H3 1.60 0.54 -5.27
H4 3.06 -0.28 -3.39
H5 4.57 -0.26 -1.79
H6 4.08 -1.13 -0.32
H7 4.03 0.63 -0.35
H8 -0.66 -0.34 3.91
H9 0.14 -0.56 6.25
H10 2.56 -0.56 6.73
H11 4.19 -0.37 4.89
H12 3.40 -0.17 2.55
F1 -6.85 -0.31 -0.72
C13 -5.51 -0.35 -0.73
C14 -4.82 0.07 0.40
C15 -3.43 0.04 0.39
C16 -2.78 -0.41 -0.74
C17 -3.47 -0.85 -1.86
C18 -4.86 -0.82 -1.85
H13 -5.37 0.42 1.26
H14 -2.88 0.37 1.25
H15 -2.94 -1.22 -2.73
H16 -5.44 -1.15 -2.70
B1 -0.28 4.26 -0.83
C19 -0.63 2.74 -1.00
N3 -0.88 1.62 -1.14
H17 -1.31 4.90 -0.86
H18 0.45 4.58 -1.75
H19 0.23 4.37 0.27
I1 -0.91 -2.92 -0.04
I2 -0.66 -5.70 -1.38

Energy: -1898.01404 Ha
Max |F|: 2.11 eV/Å
Orbital gap (alpha / beta): 4.90 / 4.90 eV
E_LUMO (alpha / beta): -3.49 / -3.49 eV
Spin multiplicity: 1

=====

Record 2
The following is a DFT calculation (ωB97M-V/def2-TZVPD) of the ion C4H9N with charge +1 in a non-equilibrium geometry.

CARTESIAN COORDINATES (ANGSTROEM)
C1 0.58 -0.64 1.28
C2 0.40 -0.24 -0.13
C3 -0.81 0.20 -0.60
N1 -1.86 0.72 0.26
C4 1.69 -0.01 -0.99
H1 1.23 0.11 1.80
H2 0.94 -1.69 1.35
H3 -0.41 -0.58 1.86
H4 -1.12 0.35 -1.62
H5 -2.82 0.56 -0.04
H6 -2.02 0.25 1.14
H7 2.31 0.87 -0.57
H8 1.50 0.14 -2.05
H9 2.30 -0.95 -1.03

Energy: -212.22577 Ha
Max |F|: 5.40 eV/Å
Charge: +1
Orbital gap (alpha / beta): 10.84 / 9.42 eV
E_LUMO (alpha / beta): -4.17 / -7.67 eV
Spin multiplicity: 2

=====

Record 3
The following is a DFT calculation (ωB97M-V/def2-TZVPD) of a structure of composition C28H62AsCuF6N2O12 in a non-equilibrium geometry.

CARTESIAN COORDINATES (ANGSTROEM)
Cu1 -0.23 1.30 -4.00
As1 -0.06 -1.83 0.12
F1 -1.79 -1.51 -0.12
F2 -0.31 -3.25 -1.02
F3 1.70 -2.15 0.16
F4 0.25 -0.39 1.14
F5 -0.09 -2.90 1.56
F6 0.34 -0.82 -1.35
C1 3.17 -5.18 -2.18
C2 2.04 -6.03 -2.37
N1 1.09 -6.69 -2.54
H1 2.93 -4.18 -2.54
H2 3.98 -5.56 -2.79
H3 3.38 -5.02 -1.12
C3 -3.76 -0.54 4.23
C4 -3.20 0.53 5.00
N2 -2.76 1.38 5.60
H4 -3.20 -0.56 3.30
H5 -4.75 -0.40 3.79
H6 -3.65 -1.43 4.85
C5 -3.10 3.07 -3.60
O1 -1.80 2.90 -2.90
C6 -1.78 3.76 -1.73
C7 -0.28 3.89 -1.46
O2 0.58 3.90 -2.63
C8 0.72 5.26 -3.19
C9 1.97 5.34 -4.07
O3 3.05 5.31 -3.24
C10 4.35 5.21 -3.95
H7 -3.90 2.94 -2.87
H8 -3.20 2.47 -4.51
H9 -3.12 4.07 -4.02
H10 -2.30 3.37 -0.85
H11 -2.23 4.73 -1.92
H12 0.18 3.08 -0.90
H13 -0.17 4.74 -0.79
H14 0.65 6.07 -2.45
H15 -0.15 5.50 -3.81
H16 2.01 6.16 -4.79
H17 1.94 4.46 -4.72
H18 4.28 6.07 -4.62
H19 4.44 4.29 -4.52
H20 5.13 5.21 -3.18
C11 -8.02 -0.67 6.72
O4 -6.81 -1.36 6.57
C12 -6.80 -2.70 6.88
C13 -7.40 -3.59 5.78
O5 -6.93 -3.62 4.36
C14 -7.55 -4.66 3.53
C15 -7.04 -4.56 2.07
O6 -5.75 -5.09 1.84
C16 -4.72 -4.36 2.45
H21 -8.03 0.39 6.97
H22 -8.58 -1.13 7.53
H23 -8.63 -0.68 5.81
H24 -7.40 -2.73 7.78
H25 -5.80 -3.10 7.06
H26 -8.47 -3.38 5.68
H27 -7.21 -4.62 6.09
H28 -8.62 -4.48 3.59
H29 -7.30 -5.64 3.94
H30 -7.09 -3.51 1.78
H31 -7.74 -5.19 1.52
H32 -4.94 -3.29 2.51
H33 -3.85 -4.54 1.81
H34 -4.60 -4.70 3.48
C17 -3.58 -1.75 -3.97
O7 -2.36 -1.29 -4.63
C18 -1.79 -2.33 -5.53
C19 -0.43 -2.01 -6.15
O8 0.47 -1.18 -5.41
C20 1.70 -0.95 -6.07
C21 2.68 -0.44 -5.03
O9 2.04 0.40 -4.06
C22 2.82 0.75 -2.90
H35 -4.26 -1.00 -3.57
H36 -3.34 -2.51 -3.22
H37 -4.25 -2.26 -4.65
H38 -2.47 -2.45 -6.37
H39 -1.62 -3.33 -5.12
H40 -0.59 -1.51 -7.10
H41 0.01 -2.85 -6.68
H42 1.63 -0.25 -6.91
H43 2.07 -1.83 -6.59
H44 3.43 0.21 -5.46
H45 3.29 -1.23 -4.60
H46 2.22 1.34 -2.22
H47 3.67 1.33 -3.27
H48 3.08 -0.20 -2.42
C23 10.05 3.22 3.22
O10 9.21 3.70 2.16
C24 8.45 2.75 1.38
C25 7.24 2.32 2.24
O11 6.64 1.27 1.59
C26 5.80 0.26 2.23
C27 4.57 0.83 3.00
O12 4.72 1.55 4.23
C28 3.60 2.26 4.78
H49 11.01 2.85 2.86
H50 9.69 2.42 3.86
H51 10.30 3.99 3.95
H52 9.10 1.97 0.98
H53 8.13 3.22 0.45
H54 6.47 3.09 2.29
H55 7.51 2.08 3.27
H56 6.43 -0.26 2.96
H57 5.48 -0.51 1.53
H58 3.86 0.02 3.16
H59 4.24 1.56 2.26
H60 3.89 2.88 5.62
H61 2.84 1.57 5.17
H62 3.29 2.92 3.97

Energy: -6591.21035 Ha
Max |F|: 3.49 eV/Å
Charge: +1
Orbital gap (alpha / beta): 7.73 / 1.75 eV
E_LUMO (alpha / beta): -2.62 / -8.60 eV
Spin multiplicity: 2

=====

Record 4
The following is a DFT calculation (ωB97M-V/def2-TZVPD) of the molecule C4H8O2S in a non-equilibrium geometry.

CARTESIAN COORDINATES (ANGSTROEM)
C1 0.34 -2.00 0.15
C2 -0.04 -0.34 -0.02
C3 2.04 0.16 -0.89
C4 -1.78 1.59 0.58
O1 -2.55 -0.98 0.57
O2 0.75 0.59 -0.58
S1 -1.88 0.01 -0.28
H1 -0.60 -2.63 0.45
H2 1.35 -2.46 0.27
H3 2.18 -0.60 -1.59
H4 2.48 -0.13 0.09
H5 2.66 0.97 -1.07
H6 -1.19 2.20 0.01
H7 -1.13 1.49 1.59
H8 -2.65 2.14 0.71

Energy: -705.67714 Ha
Max |F|: 6.99 eV/Å
Orbital gap (alpha / beta): 8.40 / 8.39 eV
E_LUMO (alpha / beta): 0.13 / 0.13 eV
Spin multiplicity: 1